Here is an isolated ion of composition C5H8F3N2O2S and charge +1 from the OMol25 dataset. Energies are from ωB97M-V/def2-TZVPD.

```
21
C5H8F3N2O2S ωB97M-V/def2-TZVPD
C 0.58 -2.17 1.01
C 0.51 -1.14 -1.08
C -0.32 -0.28 -0.15
C 0.16 2.80 -0.23
C -1.81 -0.01 -0.48
N -0.28 -1.24 1.30
N 0.82 -2.30 -0.24
O 2.12 1.04 0.06
O 0.59 1.05 1.89
F -2.61 -0.98 -0.04
F -2.08 1.13 0.13
F -1.97 0.02 -1.85
S 0.81 1.28 0.52
H 0.89 -2.92 1.83
H -0.01 -1.44 -1.94
H 1.49 -0.69 -1.30
H 1.03 3.19 -0.69
H -0.78 2.79 -0.88
H -0.03 3.50 0.74
H -0.65 -0.73 2.08
H 1.55 -2.92 -0.69
```

## Properties
Largest force on an atom = 5.42 eV/Å
Energy relative to the best compared isomer or geometry (same formula, charge and spin) = 15.2 kJ/mol
Molecular weight = 217.2 g mol⁻¹
HOMO-LUMO gap = 11.23 eV
Electronic energy = -1152.7694 a.u.
Net charge = +1
SMILES string = CS(=O)(=O)[C@@]1(C(F)(F)F)C[NH+]=CN1
HOMO = -14.704 eV

Mulliken population analysis, charges in e, atoms 1 to 8: number 1, C, carries -0.106; number 2, C, carries -0.847; number 3, C, carries 0.245; number 4, C, carries -0.954; number 5, C, carries 0.772; number 6, N, carries -0.208; number 7, N, carries -0.144; number 8, O, carries -0.636